(P)
Formula: C2H4NPS
Source: the OMol25 dataset
Level of theory: ωB97M-V/def2-TZVPD

Orbital gap (spin up / spin down), eV: 7.33 / 7.42
E_HOMO (spin up / spin down), eV: -8.3 / -8.8

Element x y z (Å)
C: -1.516 -0.591 0.770
C: 0.536 0.225 -0.569
N: -2.751 -0.760 0.725
P: -4.168 -0.794 -0.115
S: -5.015 0.973 -0.342
H: 0.216 1.012 -1.212
H: -0.808 -0.948 1.486
H: 0.702 -0.835 -0.878
H: 0.737 0.409 0.438

***

(Q)
Formula: C2H4NPS
Source: the OMol25 dataset
Level of theory: ωB97M-V/def2-TZVPD

Orbital gap, eV: 8.49
SMILES: C1CSP=N1
E_HOMO, eV: -9.0

Element x y z (Å)
C: -0.510 -0.709 -0.058
C: 0.782 0.153 -0.487
S: 0.970 1.529 0.762
P: -1.043 1.426 1.452
N: -1.517 -0.067 0.792
H: -1.014 -0.821 -1.055
H: -0.128 -1.517 0.466
H: 1.593 -0.661 -0.457
H: 0.867 0.667 -1.415

***

Stability summary: most stable (Q), least stable (P).

***

(P)
Formula: C21H26N2O3
Source: the OMol25 dataset
Level of theory: ωB97M-V/def2-TZVPD

Orbital gap, eV: 8.09
SMILES: CCCOc1ccc(NC(=O)CCC(=O)N[C@@H](C)c2ccccc2)cc1
E_HOMO, eV: -7.6

Element x y z (Å)
C: -6.513 -3.322 -2.600
C: -6.756 -1.821 -2.503
C: -5.507 -1.077 -2.040
O: -5.243 -1.458 -0.707
C: -4.168 -0.917 -0.068
C: -3.277 -0.008 -0.628
C: -2.223 0.479 0.124
C: -2.033 0.075 1.442
N: -0.957 0.626 2.141
C: -0.533 0.363 3.398
O: -1.030 -0.436 4.165
C: 0.685 1.200 3.790
C: 1.963 0.770 3.058
C: 2.141 1.443 1.705
O: 1.243 2.012 1.107
N: 3.392 1.361 1.221
C: 3.787 1.900 -0.071
C: 4.719 3.100 0.114
C: 4.432 0.824 -0.912
C: 5.579 0.172 -0.474
C: 6.170 -0.809 -1.249
C: 5.623 -1.150 -2.474
C: 4.480 -0.507 -2.918
C: 3.888 0.472 -2.140
C: -2.923 -0.840 2.001
C: -3.973 -1.326 1.252
H: -5.747 -3.538 -3.342
H: -6.181 -3.704 -1.638
H: -7.426 -3.838 -2.885
H: -7.556 -1.626 -1.788
H: -7.057 -1.424 -3.475
H: -4.655 -1.336 -2.686
H: -5.674 0.008 -2.097
H: -3.392 0.332 -1.645
H: -1.535 1.187 -0.316
H: -0.389 1.286 1.609
H: 0.483 2.253 3.583
H: 0.825 1.072 4.864
H: 2.833 1.004 3.676
H: 1.951 -0.312 2.898
H: 4.099 0.873 1.747
H: 2.859 2.236 -0.546
H: 4.219 3.874 0.692
H: 5.629 2.807 0.633
H: 4.990 3.506 -0.856
H: 6.022 0.432 0.477
H: 7.061 -1.307 -0.897
H: 6.085 -1.915 -3.080
H: 4.047 -0.770 -3.872
H: 2.994 0.969 -2.488
H: -2.784 -1.162 3.019
H: -4.669 -2.032 1.676

***

(Q)
Formula: C21H26N2O3
Source: the OMol25 dataset
Level of theory: ωB97M-V/def2-TZVPD

Orbital gap, eV: 9.07
SMILES: CCCOc1ccc(C(=O)Nc2ccc(CN3CCOCC3)cc2)cc1
E_HOMO, eV: -8.4

Element x y z (Å)
C: -5.134 -4.521 1.117
C: -4.243 -3.535 0.373
C: -5.066 -2.629 -0.546
O: -4.264 -1.733 -1.289
C: -3.746 -0.629 -0.695
C: -4.005 -0.207 0.607
C: -3.424 0.954 1.083
C: -2.555 1.698 0.295
C: -1.991 2.960 0.835
O: -2.653 3.754 1.475
N: -0.687 3.245 0.534
C: 0.327 2.415 0.046
C: 1.339 2.976 -0.728
C: 2.366 2.189 -1.215
C: 2.405 0.829 -0.945
C: 3.502 -0.050 -1.481
N: 4.061 -0.880 -0.427
C: 4.941 -1.914 -0.940
C: 5.401 -2.792 0.224
O: 6.072 -2.038 1.205
C: 5.239 -1.012 1.691
C: 4.773 -0.091 0.564
C: 1.405 0.278 -0.151
C: 0.384 1.057 0.352
C: -2.315 1.287 -1.016
C: -2.904 0.143 -1.502
H: -4.534 -5.163 1.756
H: -5.855 -3.994 1.738
H: -5.680 -5.147 0.415
H: -3.689 -2.923 1.087
H: -3.515 -4.074 -0.236
H: -5.832 -2.088 0.024
H: -5.571 -3.236 -1.304
H: -4.663 -0.762 1.256
H: -3.634 1.290 2.087
H: -0.416 4.197 0.750
H: 1.318 4.034 -0.947
H: 3.143 2.641 -1.815
H: 3.081 -0.722 -2.237
H: 4.275 0.569 -1.971
H: 4.391 -2.524 -1.661
H: 5.827 -1.484 -1.441
H: 6.108 -3.549 -0.119
H: 4.523 -3.284 0.669
H: 5.828 -0.459 2.424
H: 4.357 -1.449 2.183
H: 4.097 0.667 0.964
H: 5.651 0.412 0.121
H: 1.451 -0.774 0.086
H: -0.370 0.617 0.986
H: -1.677 1.873 -1.660
H: -2.733 -0.183 -2.516

***

Stability summary: most stable (P), least stable (Q).

***

(P)
Formula: C3H2BrNO2
Source: the OMol25 dataset
Level of theory: ωB97M-V/def2-TZVPD

Orbital gap, eV: 9.91
SMILES: O=c1[nH]occ1Br
E_HOMO, eV: -9.2

Element x y z (Å)
O: -0.521 -2.273 0.113
C: -0.128 -1.136 0.164
N: 1.116 -0.681 0.041
O: 1.239 0.734 0.138
C: -0.007 1.241 -0.033
C: -0.965 0.324 0.052
Br: -2.737 0.646 0.086
H: 1.950 -1.100 -0.370
H: 0.053 2.244 -0.192

***

(Q)
Formula: C3H2BrNO2
Source: the OMol25 dataset
Level of theory: ωB97M-V/def2-TZVPD

Orbital gap, eV: 9.17
SMILES: O=C=NBr.C=C=O
E_HOMO, eV: -9.3

Element x y z (Å)
O: 0.420 2.710 -1.953
C: 0.705 1.723 -1.382
N: 0.866 0.680 -0.755
Br: 2.168 -0.289 -0.128
C: -0.509 -1.358 1.050
C: -1.259 -0.484 0.520
O: -2.001 0.234 -0.022
H: 0.145 -1.950 0.566
H: -0.536 -1.266 2.104

***

Stability summary: most stable (P), least stable (Q).

***

(P)
Formula: C3H3BrO2
Source: the OMol25 dataset
Level of theory: ωB97M-V/def2-TZVPD

Orbital gap, eV: 9.72
SMILES: O=C[C@@]1(Br)CO1
E_HOMO, eV: -10.4

Element x y z (Å)
O: -1.001 1.948 0.358
C: -0.083 1.456 -0.258
C: 0.198 -0.010 -0.313
Br: 2.337 -0.207 0.253
C: -0.429 -1.203 0.272
O: -0.119 -1.076 -1.074
H: 0.678 2.091 -0.708
H: -0.010 -1.909 1.019
H: -1.571 -1.090 0.451

***

(Q)
Formula: C3H3BrO2
Source: the OMol25 dataset
Level of theory: ωB97M-V/def2-TZVPD

Orbital gap (spin up / spin down), eV: 8.69 / 8.44
E_HOMO (spin up / spin down), eV: -9.3 / -9.1

Element x y z (Å)
C: -1.673 0.387 0.030
C: -0.554 -0.075 0.793
C: 1.386 -0.239 -0.650
O: -2.251 1.299 -0.496
O: -1.650 -0.883 0.176
Br: 2.714 0.721 0.378
H: -0.286 -0.228 1.779
H: 1.022 0.273 -1.535
H: 1.292 -1.255 -0.474

***

Stability summary: most stable (P), least stable (Q).

***

(P)
Formula: CH12O5
Source: the OMol25 dataset
Level of theory: ωB97M-V/def2-TZVPD

Orbital gap, eV: 10.65
SMILES: CO.O.O.O.O
E_HOMO, eV: -10.2

Element x y z (Å)
C: -1.835 -1.030 -0.532
O: -1.762 -0.528 0.717
H: -2.689 -0.702 -1.241
H: -0.849 -0.727 -1.066
H: -1.886 -2.239 -0.571
H: -1.914 0.379 0.802
O: 0.250 -0.387 2.894
H: 0.514 0.069 3.672
H: -0.669 -0.666 2.900
O: 1.131 0.980 -2.355
H: 1.645 0.463 -1.666
H: 1.691 0.783 -3.147
O: -0.112 2.250 0.009
H: 0.595 1.756 0.335
H: 0.024 2.115 -0.931
O: 2.055 -0.552 -0.208
H: 1.169 -0.955 -0.160
H: 2.642 -1.008 0.548

***

(Q)
Formula: CH12O5
Source: the OMol25 dataset
Level of theory: ωB97M-V/def2-TZVPD

Orbital gap, eV: 11.22
SMILES: CO.O.O.O.O
E_HOMO, eV: -10.6

Element x y z (Å)
C: -0.308 1.914 1.301
O: 0.447 0.750 1.445
H: -1.071 1.917 2.068
H: 0.268 2.838 1.371
H: -0.868 1.953 0.347
H: 0.975 0.585 0.654
O: -0.864 -1.674 1.653
H: -1.271 -1.983 2.468
H: -0.299 -0.921 1.907
O: 0.276 -0.072 -2.594
H: -0.046 -0.951 -2.323
H: -0.390 0.513 -2.209
O: 2.464 0.553 -0.761
H: 3.226 0.540 -1.349
H: 1.692 0.599 -1.358
O: -1.392 -1.857 -1.031
H: -1.564 -2.016 -0.087
H: -1.275 -2.689 -1.501

***

Stability summary: most stable (Q), least stable (P).

***

(P)
Formula: C11H44O11
Source: the OMol25 dataset
Level of theory: ωB97M-V/def2-TZVPD

Orbital gap, eV: 8.88
SMILES: CO.CO.CO.CO.CO.CO.CO.CO.CO.CO.CO
E_HOMO, eV: -9.1

Element x y z (Å)
C: 34.934 -10.352 6.254
O: 34.321 -10.505 7.537
H: 34.608 -11.214 5.663
H: 36.048 -10.412 6.336
H: 34.529 -9.488 5.727
H: 34.628 -9.783 7.952
C: 36.576 -4.496 1.401
O: 35.301 -4.234 0.756
H: 36.451 -4.910 2.413
H: 36.905 -3.485 1.405
H: 37.159 -5.171 0.904
H: 34.810 -3.686 1.420
C: 35.964 -7.379 8.886
O: 34.865 -8.014 8.421
H: 35.554 -6.792 9.727
H: 36.347 -6.621 8.184
H: 36.720 -8.167 9.229
H: 34.214 -7.395 8.083
C: 35.610 -6.725 5.174
O: 34.436 -6.069 5.434
H: 36.326 -6.055 4.694
H: 35.336 -7.553 4.496
H: 36.032 -7.109 5.991
H: 34.665 -5.400 6.082
C: 33.282 -5.413 9.181
O: 32.923 -6.232 8.124
H: 32.476 -4.689 9.493
H: 34.177 -4.884 9.045
H: 33.370 -6.082 10.061
H: 32.106 -6.626 8.399
C: 31.878 -8.402 6.138
O: 32.508 -7.968 4.961
H: 32.573 -8.679 6.933
H: 31.090 -9.162 6.141
H: 31.303 -7.557 6.499
H: 33.244 -7.323 5.263
C: 31.420 -4.619 5.721
O: 30.788 -3.511 5.152
H: 30.843 -5.131 6.532
H: 32.407 -4.400 6.126
H: 31.565 -5.347 4.964
H: 30.639 -2.867 5.874
C: 36.725 -3.762 6.308
O: 35.549 -3.924 6.997
H: 36.544 -3.382 5.293
H: 37.137 -4.757 6.207
H: 37.236 -3.035 6.905
H: 35.325 -2.994 7.089
C: 33.430 -6.357 2.393
O: 33.478 -7.777 2.539
H: 32.712 -5.893 3.100
H: 33.189 -6.055 1.417
H: 34.440 -5.978 2.596
H: 32.974 -7.990 3.329
C: 36.023 -7.817 0.680
O: 35.224 -6.929 -0.060
H: 35.650 -8.872 0.605
H: 35.891 -7.594 1.771
H: 37.008 -7.815 0.201
H: 35.322 -6.048 0.364
C: 34.213 -3.448 3.966
O: 34.276 -2.813 2.694
H: 34.192 -2.599 4.700
H: 35.026 -4.169 4.026
H: 33.283 -3.991 3.921
H: 33.758 -1.995 2.825

***

(Q)
Formula: C11H44O11
Source: the OMol25 dataset
Level of theory: ωB97M-V/def2-TZVPD

Orbital gap, eV: 10.51
SMILES: CO.CO.CO.CO.CO.CO.CO.CO.CO.CO.CO
E_HOMO, eV: -10.3

Element x y z (Å)
C: -3.661 -1.722 -6.686
O: -4.603 -1.213 -7.646
H: -2.762 -2.134 -7.143
H: -3.313 -0.912 -6.044
H: -4.164 -2.438 -6.035
H: -4.088 -0.508 -8.045
C: -1.480 -7.598 0.678
O: -2.457 -8.052 -0.315
H: -1.915 -7.548 1.676
H: -0.522 -8.117 0.644
H: -1.311 -6.547 0.443
H: -2.537 -8.997 -0.164
C: 8.276 -1.932 -0.171
O: 8.454 -1.961 1.327
H: 7.312 -1.470 -0.385
H: 9.084 -1.482 -0.747
H: 8.220 -2.893 -0.684
H: 7.640 -2.366 1.636
C: -1.646 4.965 -5.862
O: -0.536 4.130 -5.583
H: -2.617 4.503 -5.686
H: -1.755 5.882 -5.283
H: -1.552 5.285 -6.900
H: 0.314 4.452 -5.891
C: 2.552 -3.625 5.327
O: 3.637 -3.283 4.376
H: 2.444 -2.975 6.196
H: 1.579 -3.549 4.843
H: 2.701 -4.662 5.628
H: 3.325 -2.488 3.938
C: 5.207 -0.076 -6.814
O: 6.225 -0.978 -6.211
H: 4.357 0.175 -6.180
H: 5.616 0.847 -7.224
H: 4.865 -0.575 -7.721
H: 5.822 -1.849 -6.239
C: -1.641 4.973 5.055
O: -2.790 5.649 4.508
H: -0.721 5.504 4.810
H: -1.782 4.862 6.130
H: -1.391 4.075 4.489
H: -3.607 5.195 4.727
C: -7.106 2.526 -1.805
O: -8.417 2.662 -1.375
H: -6.719 3.387 -2.350
H: -6.465 2.278 -0.959
H: -7.094 1.722 -2.540
H: -8.670 3.555 -1.619
C: -5.306 -0.977 4.989
O: -5.569 -1.600 6.180
H: -5.094 0.061 5.247
H: -4.375 -1.475 4.718
H: -6.080 -0.961 4.222
H: -5.979 -2.421 5.901
C: 0.319 0.025 -0.212
O: 1.355 0.249 0.787
H: 0.670 -0.020 -1.243
H: -0.280 -0.872 -0.050
H: -0.483 0.762 -0.162
H: 1.830 1.078 0.686
C: 4.676 3.326 5.684
O: 4.791 3.909 4.457
H: 4.068 2.422 5.698
H: 5.683 3.055 6.001
H: 4.265 3.993 6.442
H: 5.202 4.773 4.530

***

Stability summary: most stable (P), least stable (Q).

***

(P)
Formula: C9H16
Source: the OMol25 dataset
Level of theory: ωB97M-V/def2-TZVPD

Orbital gap, eV: 9.29
E_HOMO, eV: -8.3

Element x y z (Å)
C: 1.123 0.290 0.440
C: 0.989 -0.967 -0.303
C: 1.935 1.359 -0.259
C: -1.172 1.879 -0.282
C: -0.352 -2.932 -1.313
C: -0.539 1.150 0.870
C: -0.499 -1.771 -0.380
C: -0.609 1.621 2.113
C: -1.528 -1.333 0.258
H: 1.445 0.139 1.468
H: 1.230 -0.846 -1.364
H: 1.607 -1.755 0.137
H: 1.609 1.490 -1.291
H: 2.992 1.080 -0.279
H: 1.838 2.318 0.250
H: -0.876 1.426 -1.230
H: -2.259 1.802 -0.230
H: -0.893 2.933 -0.309
H: 0.473 -3.576 -1.001
H: -0.124 -2.588 -2.324
H: -1.269 -3.516 -1.346
H: -1.171 2.513 2.356
H: -0.160 1.100 2.948
H: -1.230 -0.198 0.824
H: -2.560 -1.619 0.249

***

(Q)
Formula: C9H16
Source: the OMol25 dataset
Level of theory: ωB97M-V/def2-TZVPD

Orbital gap, eV: 7.94
E_HOMO, eV: -7.0

Element x y z (Å)
C: 0.379 0.497 -0.230
C: 1.479 -0.471 1.333
C: 1.457 1.046 -1.137
C: -0.436 1.526 0.522
C: 0.690 -0.864 2.555
C: -0.128 -0.757 -0.474
C: -1.361 0.081 -1.972
C: -0.264 -2.057 -0.499
C: -2.667 0.234 -1.805
H: 2.093 -1.266 0.913
H: 2.106 0.405 1.496
H: -0.898 0.164 -2.957
H: 2.011 0.251 -1.636
H: 2.154 1.655 -0.556
H: 1.005 1.688 -1.896
H: -0.860 2.244 -0.182
H: 0.211 2.073 1.213
H: -1.248 1.068 1.085
H: 0.308 -2.703 0.155
H: -0.999 -2.514 -1.150
H: 0.048 -1.729 2.376
H: 1.350 -1.125 3.394
H: 0.056 -0.045 2.907
H: -3.133 0.164 -0.823
H: -3.355 0.434 -2.630

***

Stability summary: most stable (P), least stable (Q).

***

(P)
Formula: C3H4ClNO2
Source: the OMol25 dataset
Level of theory: ωB97M-V/def2-TZVPD

Orbital gap, eV: 10.24
SMILES: CC#[N+][O-].O=CCl
E_HOMO, eV: -9.7

Element x y z (Å)
C: -0.677 -0.498 0.823
C: -0.024 0.697 0.474
N: 0.795 1.365 -0.002
O: 1.620 2.124 -0.452
H: -1.253 -0.326 1.728
H: 0.060 -1.289 0.805
H: -1.458 -0.717 -0.047
O: 3.656 -0.287 -1.709
C: 3.670 0.250 -0.644
Cl: 3.393 -0.632 0.864
H: 3.805 1.383 -0.460

***

(Q)
Formula: C3H4ClNO2
Source: the OMol25 dataset
Level of theory: ωB97M-V/def2-TZVPD

Orbital gap, eV: 9.84
E_HOMO, eV: -10.7

Element x y z (Å)
C: -0.528 1.003 -0.222
C: 0.082 -0.140 0.502
C: -0.948 -0.416 -0.474
N: 1.406 -0.449 0.081
O: 2.289 -0.680 0.912
O: 1.635 -0.475 -1.169
Cl: -2.488 -0.905 0.256
H: -1.068 1.764 0.265
H: 0.196 1.313 -1.001
H: 0.171 -0.165 2.283
H: -0.747 -0.850 -1.434

***

(R)
Formula: C3H4ClNO2
Source: the OMol25 dataset
Level of theory: ωB97M-V/def2-TZVPD

Orbital gap, eV: 10.75
SMILES: C/C(=N/Cl)OC=O
E_HOMO, eV: -10.3

Element x y z (Å)
C: 0.437 -0.972 1.150
C: -0.333 -0.556 -0.125
N: -1.318 -1.186 -0.700
Cl: -1.962 -0.737 -2.165
O: 0.373 0.344 -0.838
C: 0.305 1.672 -0.639
O: 1.001 2.418 -1.277
H: -0.100 -1.552 1.841
H: 1.418 -1.472 0.850
H: 0.509 -0.014 1.717
H: -0.331 2.054 0.185

***

Stability summary: most stable (R), least stable (Q).